Computed, not measured: a cluster of 5 separate species, C32H69N2 in total in a non-equilibrium geometry, with ωB97M-V with the def2-TZVPD basis set.

Values from the calculation:
HOMO: -12.124 eV
2S+1: 1
Charge: +1
Gap between HOMO and LUMO: 7.974 eV

XYZ file:
```
103
C32H69N2 (ωB97M-V with the def2-TZVPD basis set)
C 0.6923 -2.7053 -2.5543
N 0.4899 -2.4162 -3.9656
C -0.5029 -3.2438 -4.6138
C -1.9073 -3.2575 -3.9846
C -2.4241 -4.4075 -3.3851
C -3.6819 -4.3753 -2.8737
N -4.4249 -3.2637 -2.9021
C -3.9205 -2.1555 -3.4756
C -4.8335 -0.9432 -3.5043
C -2.6769 -2.0862 -4.0091
H 1.4620 -2.0214 -2.1790
H -0.1928 -2.5689 -1.9160
H 1.0696 -3.7237 -2.3984
H 0.3526 -1.4311 -4.1526
H -0.6204 -2.8915 -5.6471
H -0.1428 -4.2810 -4.6386
H -1.8242 -5.3093 -3.3371
H -4.1217 -5.2663 -2.4331
H -5.3590 -3.2787 -2.5098
H -4.3525 -0.1391 -4.0631
H -5.7230 -1.2364 -4.0796
H -5.1086 -0.6238 -2.4951
H -2.3086 -1.1613 -4.4380
C -2.1742 -2.1094 -0.0830
C -1.2440 -2.8817 0.8409
C -1.5909 -2.7274 2.3225
C -1.4917 -1.2941 2.8565
C -0.1233 -0.6481 2.6621
C 0.9971 -1.3763 3.3913
H -2.1233 -1.0369 0.1146
H -1.9024 -2.2677 -1.1284
H -3.2133 -2.4293 0.0441
H -0.2113 -2.5705 0.6586
H -1.2930 -3.9447 0.5835
H -0.9375 -3.3838 2.9014
H -2.6096 -3.0901 2.4951
H -1.7433 -1.3035 3.9211
H -2.2490 -0.6642 2.3793
H -0.1685 0.3827 3.0250
H 0.1183 -0.5845 1.5959
H 0.8191 -1.4117 4.4677
H 1.9447 -0.8611 3.2236
H 1.1040 -2.3983 3.0244
C -1.2175 3.0888 4.5393
C -0.6259 3.7027 3.2740
C 0.9026 3.6897 3.2542
C 1.5687 4.5040 4.3651
C 1.1788 5.9812 4.4034
C 1.5748 6.7430 3.1424
H -0.9215 3.6392 5.4333
H -2.3077 3.0994 4.4930
H -0.8924 2.0517 4.6535
H -1.0003 4.7225 3.1512
H -0.9881 3.1381 2.4086
H 1.2458 4.0503 2.2803
H 1.2492 2.6530 3.3304
H 2.6541 4.4267 4.2464
H 1.3424 4.0535 5.3356
H 1.6709 6.4463 5.2615
H 0.1040 6.0881 4.5747
H 2.6539 6.6933 2.9823
H 1.2963 7.7943 3.2284
H 1.0788 6.3441 2.2556
C 3.8624 -1.6661 -0.1289
C 3.7916 -3.1722 0.1050
C 3.8999 -3.5586 1.5791
C 5.2169 -3.1825 2.2601
C 6.4693 -3.7692 1.6096
C 6.5021 -5.2942 1.6298
H 4.8174 -1.2533 0.1978
H 3.7538 -1.4418 -1.1923
H 3.0630 -1.1514 0.4111
H 4.5676 -3.6718 -0.4810
H 2.8333 -3.5407 -0.2769
H 3.7373 -4.6358 1.6761
H 3.0814 -3.0804 2.1256
H 5.1716 -3.5109 3.3032
H 5.3138 -2.0934 2.2947
H 7.3450 -3.3938 2.1453
H 6.5673 -3.4133 0.5799
H 6.4591 -5.6693 2.6544
H 7.4234 -5.6621 1.1762
H 5.6680 -5.7249 1.0729
C -2.7529 5.8358 -1.8304
C -1.6714 5.2877 -2.7567
C -2.2293 4.4501 -3.9075
C -2.9780 3.1867 -3.4789
C -2.1635 2.2139 -2.6272
C -0.9424 1.6539 -3.3503
H -3.3156 5.0348 -1.3467
H -2.3078 6.4447 -1.0429
H -3.4564 6.4610 -2.3835
H -0.9507 4.7055 -2.1751
H -1.1144 6.1271 -3.1795
H -1.4085 4.1800 -4.5780
H -2.9091 5.0693 -4.5000
H -3.3240 2.6672 -4.3808
H -3.8819 3.4646 -2.9299
H -2.8125 1.3788 -2.3375
H -1.8503 2.6917 -1.6959
H -1.2412 1.1240 -4.2610
H -0.4113 0.9488 -2.7055
H -0.2385 2.4380 -3.6284
```



Computed, not measured: a cluster of 6 separate species, C37H40BN2O13P in total in a non-equilibrium geometry, with ωB97M-V with the def2-TZVPD basis set.

Values from the calculation:
HOMO: -8.706 eV
2S+1: 1
Structure (SMILES): CCNB(OCCNC[C@@H](C)O)[PH2]=O.O=C1C=CC(=O)C=C1.O=C1C=CC(=O)C=C1.O=C1C=CC(=O)C=C1.O=C1C=CC(=O)C=C1.O=C1C=CC(=O)C=C1
Charge: 0
Gap between HOMO and LUMO: 6.755 eV

XYZ file:
```
94
C37H40BN2O13P (ωB97M-V with the def2-TZVPD basis set)
C 7.0999 -0.0930 1.1020
C 7.3258 0.6134 -0.3959
N 6.9205 2.0707 -0.4151
B 5.4038 2.2340 -0.6335
O 4.8320 1.5214 -1.7912
C 3.3711 1.3804 -1.7038
C 2.8651 0.2069 -0.6474
N 1.8523 0.6861 0.3689
C 0.4409 0.7216 -0.1738
C -0.7041 0.1838 0.9143
C -1.7872 1.3758 1.3103
O -1.4169 -1.0227 0.4665
P 4.4786 3.3736 0.5936
O 4.1119 2.6756 1.9689
H 8.0655 0.2019 1.7244
H 7.1482 -1.2553 0.9049
H 6.0995 0.2448 1.6101
H 8.5069 0.5893 -0.5594
H 6.8715 -0.0352 -1.2657
H 7.4647 2.6365 -1.1072
H 3.0120 1.0023 -2.7779
H 2.7964 2.4151 -1.5500
H 2.3219 -0.6500 -1.2768
H 3.7799 -0.3508 -0.1209
H 2.0578 1.6442 0.7307
H 0.3179 0.2166 -1.2381
H 0.1775 1.8746 -0.3343
H -0.1164 -0.0551 1.9188
H -2.3079 1.1838 2.3576
H -1.2820 2.4466 1.4064
H -2.6196 1.4998 0.4743
H -1.6583 -1.6136 1.2645
H 5.4148 4.4534 0.9362
H 3.3411 3.9741 -0.0875
C 2.6252 3.5650 5.1570
C 3.7442 2.9011 5.4628
C 4.0822 2.5731 6.8618
O 5.1071 1.9672 7.1428
C 3.1356 3.0055 7.9091
C 2.0166 3.6694 7.6033
C 1.6786 3.9974 6.2042
O 0.6537 4.6033 5.9232
H 2.3627 3.8142 4.1361
H 4.4483 2.5765 4.7060
H 3.3981 2.7563 8.9300
H 1.3126 3.9940 8.3600
C -7.4775 -1.4954 -0.1598
C -7.1800 -0.2322 0.1600
C -5.7999 0.1674 0.4989
O -5.5270 1.3229 0.7936
C -4.7617 -0.8819 0.4693
C -5.0592 -2.1450 0.1496
C -6.4393 -2.5447 -0.1894
O -6.7122 -3.7002 -0.4841
H -8.4847 -1.8055 -0.4102
H -7.9301 0.5491 0.1855
H -3.7545 -0.5718 0.7198
H -4.3091 -2.9264 0.1241
C 1.0204 1.8649 -4.6408
C 0.5740 2.3930 -5.7845
C -0.4637 1.7161 -6.5871
O -0.8715 2.1977 -7.6351
C -0.9897 0.4346 -6.0764
C -0.5433 -0.0935 -4.9327
C 0.4944 0.5834 -4.1300
O 0.9022 0.1018 -3.0820
H 1.7816 2.3480 -4.0404
H 0.9492 3.3325 -6.1721
H -1.7509 -0.0486 -6.6768
H -0.9185 -1.0330 -4.5450
C -6.0784 -3.1192 4.8482
C -7.3801 -3.2332 5.1288
C -8.2824 -2.0665 5.0662
O -9.4736 -2.1696 5.3248
C -7.6909 -0.7699 4.6803
C -6.3892 -0.6558 4.3998
C -5.4870 -1.8226 4.4623
O -4.2957 -1.7195 4.2037
H -5.4027 -3.9648 4.8900
H -7.8292 -4.1775 5.4127
H -8.3666 0.0757 4.6386
H -5.9401 0.2884 4.1159
C 1.1822 -5.1520 -7.5663
C 0.1315 -4.5751 -6.9749
C 0.2984 -3.7122 -5.7889
O -0.6629 -3.1854 -5.2457
C 1.6707 -3.5101 -5.2830
C 2.7213 -4.0869 -5.8744
C 2.5544 -4.9499 -7.0604
O 3.5157 -5.4766 -7.6036
H 1.0772 -5.7883 -8.4365
H -0.8812 -4.7130 -7.3343
H 1.7757 -2.8737 -4.4128
H 3.7340 -3.9491 -5.5150
```



Computed, not measured: a structure of composition C12H19As2NPm in a non-equilibrium geometry, with ωB97M-V with the def2-TZVPD basis set.

Values from the calculation:
HOMO (spin up / spin down): -11.266 / -11.256 eV
2S+1: 5
Charge: +1
Gap between HOMO and LUMO (spin up / spin down): 6.957 / 7.170 eV

XYZ file:
```
35
C12H19As2NPm (ωB97M-V with the def2-TZVPD basis set)
Pm -0.4873 -1.8987 -0.8175
C 2.4768 1.2674 -2.5346
As 0.6795 0.5608 -2.1933
C -0.2518 2.2729 -1.9591
C 1.1367 0.1096 -0.2959
C 2.4443 -0.3960 -0.0479
C 2.8741 -0.5827 1.2527
C 2.0351 -0.3187 2.3436
C 0.6815 -0.0797 2.0998
C 0.1935 0.1028 0.8011
As -1.8049 0.2855 0.6487
C -1.7743 1.9769 1.6724
C -2.2548 -1.0832 2.0402
H 3.1297 0.3774 -2.7666
H 2.8117 1.7961 -1.6101
H 2.5102 1.9488 -3.3825
H 0.1481 2.7449 -1.0441
H -1.3354 2.0370 -1.8944
H -0.0183 2.8563 -2.8224
H 3.1177 -0.5385 -0.8871
H 3.9204 -0.9285 1.4175
H 2.4339 -0.3020 3.3619
H 0.0102 0.0998 2.9312
H -0.9905 1.9304 2.4557
H -2.7752 2.1724 2.0960
H -1.5165 2.7946 1.0018
H -2.1365 -0.6009 3.0182
H -1.6198 -1.9895 2.0446
H -3.3030 -1.2965 1.8960
C -2.5620 -1.9409 -2.4490
H -2.6407 -3.0326 -2.5621
H -2.5035 -1.4801 -3.4385
H -3.5215 -1.5816 -2.0209
N 0.8155 -3.5390 1.2594
C 0.0771 -3.7441 0.3854
```